(1)
Formula: C4H11N3S
Source: the OMol25 dataset
Level of theory: wB97M-V/def2-TZVPD

Structure (ORCA input):
```
! wB97M-V def2-TZVPD RIJCOSX def2/J DEFGRID3
* xyz 0 1
C -2.25191 1.55970 -0.13996
C -1.16110 -0.81672 0.10652
C 1.55849 -0.32306 1.15450
C 1.70036 -0.29077 -1.21680
H -3.30651 1.37715 0.52124
H -2.52229 1.49995 -1.29666
H -1.70820 2.55537 0.16823
H -0.27372 0.92664 0.37382
H -0.17708 -2.59029 -0.01646
H 2.69764 0.21110 1.00733
H 1.76759 -1.12676 2.06255
H 0.76338 0.45406 1.68136
H 1.41584 -0.71148 -2.18841
H 2.86529 -0.16864 -1.00861
H 1.49273 0.85137 -1.05499
N -1.10861 0.52683 0.12836
N -0.13792 -1.53232 -0.16831
N 1.14792 -0.93356 -0.07520
S -2.76190 -1.46857 -0.03852
*
```

Computed properties:
E_tot (Eh): -721.3103
Maximum force (eV/A): 7.408
Relative energy (zero: lowest compared OMol25 entry of this formula, charge and spin) (kJ/mol): 415.5
SMILES string: CNC(=S)NN(C)C
Orbital gap (eV): 8.3204
E_HOMO (eV): -7.764

Taken from the natural (NBO) analysis, the atomic charges in e are: -0.43, 0.33, -0.45, -0.40, 0.25, 0.23, 0.20, 0.38, 0.43, 0.23, 0.22, 0.18, 0.24, 0.20, 0.16, -0.62, -0.42, -0.35, -0.37

---

(2)
Formula: C12H12
Source: the OMol25 dataset
Level of theory: wB97M-V/def2-TZVPD

Structure (ORCA input):
```
! wB97M-V def2-TZVPD RIJCOSX def2/J DEFGRID3
* xyz 0 1
C -2.12726 2.21130 2.35713
C -1.38414 1.39503 1.33422
C -0.47612 2.08591 0.42870
C 0.34937 1.36016 -0.39394
C 0.40202 -0.04829 -0.52522
C 1.32709 -0.84970 -1.36509
C 2.27700 -0.25558 -2.26998
C 1.36042 -2.20146 -1.16569
C 0.39796 -2.90078 -0.34823
C -0.61072 -2.13304 0.24024
C -0.53963 -0.71181 0.30677
C -1.47487 0.02342 1.15851
H -1.22601 2.93126 2.69479
H -3.01605 2.78394 1.87796
H -2.59812 1.58578 3.22240
H -0.52754 3.14706 0.33540
H 1.00283 1.95618 -0.94637
H 2.82657 -1.00054 -2.90383
H 1.84207 0.38071 -3.03202
H 3.08789 0.34723 -1.75125
H 2.14062 -2.78285 -1.65302
H 0.43064 -4.02812 -0.19424
H -1.42010 -2.58785 0.86027
H -2.04394 -0.70795 1.73246
*
```

Computed properties:
E_tot (Eh): -464.4338
Maximum force (eV/A): 3.403
Relative energy (zero: lowest compared OMol25 entry of this formula, charge and spin) (kJ/mol): 100.3
SMILES string: Cc1ccc2c(C)cccc2c1
Orbital gap (eV): 8.6737
E_HOMO (eV): -8.028

Taken from the natural (NBO) analysis, the atomic charges in e are: -0.65, -0.01, -0.22, -0.18, -0.09, 0.09, -0.66, -0.25, -0.21, -0.20, -0.03, -0.21, 0.23, 0.23, 0.23, 0.21, 0.20, 0.22, 0.22, 0.22, 0.21, 0.22, 0.20, 0.21

---

(3)
Formula: C9H22F2NO8PS
Source: the OMol25 dataset
Level of theory: wB97M-V/def2-TZVPD

Structure (ORCA input):
```
! wB97M-V def2-TZVPD RIJCOSX def2/J DEFGRID3
* xyz 0 1
O -3.82176 -2.88510 -3.70963
S -3.67697 -4.20123 -3.06043
O -3.47194 -5.30020 -4.04096
F -5.09078 -4.53519 -2.27992
N -2.52051 -4.21983 -1.82210
C -1.30376 -3.44887 -2.17197
C -0.96361 -2.54103 -0.90884
F -0.28409 -3.24409 0.09054
C -2.23928 -5.58875 -1.32728
O -2.25879 -5.53196 0.11793
O -3.49763 -4.99324 0.47641
H -1.43423 -2.73373 -3.01710
H -0.39976 -4.07742 -2.36009
H -0.38975 -1.62474 -1.18043
H -1.96814 -2.22360 -0.51387
H -3.09536 -6.26511 -1.60653
H -1.29081 -6.02683 -1.70932
H -3.30198 -4.31590 1.14398
O 0.04393 1.50424 0.12525
P 1.38843 1.86652 0.75869
O 0.84068 3.12059 1.70198
C -0.13460 2.83486 2.70216
C 0.49660 2.22311 3.94025
O 1.96880 2.69561 -0.55641
C 1.62780 2.29037 -1.88234
C 0.55721 3.20660 -2.44699
O 2.93068 1.98694 1.45580
C 3.64557 3.22579 1.50469
C 3.63762 3.81264 2.90313
H -0.91002 2.17486 2.30635
H -0.61743 3.77944 2.96239
H 1.08146 1.33391 3.68824
H -0.27148 1.94406 4.66454
H 1.17458 2.92987 4.41955
H 1.31017 1.24650 -1.90509
H 2.53174 2.36561 -2.49115
H -0.29753 3.29136 -1.77466
H 0.20699 2.84524 -3.41577
H 0.95661 4.21590 -2.57597
H 3.26860 3.96140 0.79736
H 4.67457 2.99528 1.21844
H 2.67556 4.27232 3.13296
H 4.40093 4.59020 2.99104
H 3.82166 3.04359 3.65517
*
```

Computed properties:
E_tot (Eh): -1951.8910
Maximum force (eV/A): 8.830
SMILES string: O=S(=O)(F)N(CCF)COO.CCOP(=O)(OCC)OCC
Orbital gap (eV): 8.5019
E_HOMO (eV): -10.162

Taken from the natural (NBO) analysis, the atomic charges in e are: -0.87, 2.42, -0.89, -0.46, -0.66, -0.28, 0.04, -0.37, 0.06, -0.27, -0.45, 0.26, 0.22, 0.18, 0.17, 0.21, 0.22, 0.47, -0.91, 2.39, -0.81, -0.07, -0.63, -0.82, -0.06, -0.63, -0.81, -0.05, -0.63, 0.19, 0.19, 0.20, 0.22, 0.21, 0.18, 0.18, 0.22, 0.21, 0.21, 0.21, 0.18, 0.21, 0.22, 0.21

---

(4)
Formula: CH2FN2O2
Source: the OMol25 dataset
Level of theory: wB97M-V/def2-TZVPD

Structure (ORCA input):
```
! wB97M-V def2-TZVPD RIJCOSX def2/J DEFGRID3
* xyz -1 1
C 1.50179 -0.04291 -0.44130
N 1.02453 -0.48924 0.63237
N -1.57527 -0.21573 0.56950
O 0.88250 1.00431 0.11375
O 2.29990 -0.12640 -1.38656
F -1.97977 -0.44386 -0.83404
H -1.59909 0.81061 0.50661
H -0.55459 -0.49678 0.83966
*
```

Computed properties:
E_tot (Eh): -399.0470
Maximum force (eV/A): 4.511
Relative energy (zero: lowest compared OMol25 entry of this formula, charge and spin) (kJ/mol): 438.1
Orbital gap (eV): 8.6198
E_HOMO (eV): -4.108

Taken from the natural (NBO) analysis, the atomic charges in e are: 0.77, -0.44, -0.46, -0.52, -0.72, -0.33, 0.32, 0.38